Record 1
Below is 2 unconnected molecules or ions with the total composition C4H10N2, with properties calculated with the ωB97M-V functional and the def2-TZVPD basis.

ΔE to the lowest compared entry with this formula, charge and spin	201.7	kJ/mol
strongest force on any atom	0.847	eV Å⁻¹
net charge	0
LUMO	0.83	eV

Last column: Mulliken charge in e.
Cartesian coordinates (Å):
C1 -1.5972 3.0911 0.2849  -0.83
C2 -1.8273 1.9909 1.0127  0.14
N1 -2.4179 1.9642 2.2494  -0.41
H1 -1.6222 4.0898 0.7040  0.21
H2 -1.3639 2.9970 -0.7654  0.23
H3 -1.4753 1.0401 0.6246  0.27
H4 -2.7453 2.8373 2.6207  0.19
H5 -2.2418 1.2221 2.9008  0.20
C3 3.1317 -2.0359 -0.9465  -0.21
N2 2.3993 -2.9390 -1.4220  -0.39
C4 0.9599 -2.7325 -1.4289  -0.47
H6 4.2102 -2.1798 -1.0161  0.25
H7 2.8030 -1.1220 -0.4370  0.20
H8 0.6684 -1.7496 -1.0549  0.16
H9 0.4977 -3.5554 -0.8770  0.23
H10 0.6209 -2.9181 -2.4492  0.23

Atomic forces in eV per Å
0.0 -0.1 0.0
0.5 0.3 -0.3
-0.1 -0.1 0.1
-0.5 0.0 0.0
0.4 0.0 0.1
-0.5 -0.2 0.0
0.1 0.0 0.2
0.1 0.0 -0.1
0.6 -0.2 0.1
-0.3 0.2 -0.2
0.4 -0.8 -0.1
0.0 0.0 0.1
-0.3 0.0 -0.2
-0.2 0.0 0.0
0.0 0.3 0.3
-0.1 0.4 -0.1

Record 2
Below is a single C4H10N2 molecule, with properties calculated with the ωB97M-V functional and the def2-TZVPD basis.

ΔE to the lowest compared entry with this formula, charge and spin	196.9	kJ/mol
strongest force on any atom	5.372	eV Å⁻¹
net charge	0
LUMO	1.01	eV

Last column: Mulliken charge in e.
Cartesian coordinates (Å):
C1 -0.9109 -1.0157 1.3765  -1.05
C2 -0.6231 -0.6635 0.1008  0.85
N1 -0.2872 -1.5364 -0.9722  -0.46
C3 -0.7259 0.7509 -0.2512  -0.73
C4 0.6075 1.4611 -0.4534  -0.55
N2 1.6528 0.9392 0.2790  -0.48
H1 -0.8238 -2.0629 1.8495  0.22
H2 -0.9636 -0.2785 2.1089  0.30
H3 -0.2777 -1.3063 -1.8872  0.15
H4 0.1515 -2.3117 -0.7128  0.17
H5 -1.4142 0.7106 -1.1983  0.33
H6 -1.3201 1.2244 0.6447  0.23
H7 0.7792 1.4526 -1.5356  0.31
H8 0.5496 2.5096 -0.1072  0.27
H9 1.3962 0.8058 1.2552  0.22
H10 2.2783 0.2392 -0.2014  0.22

Atomic forces in eV per Å
1.3 -3.2 -0.7
-0.2 -1.6 0.1
-2.2 3.0 3.9
-3.2 1.1 0.2
-1.4 1.4 -1.3
3.2 -1.6 0.4
-0.2 1.5 -1.3
-0.4 1.3 0.9
0.0 1.3 -3.0
2.0 -3.9 1.0
1.1 0.9 1.5
0.9 -0.6 -2.0
0.5 0.2 0.2
-0.7 -0.1 -0.7
0.6 -0.6 -0.5
-1.4 0.9 1.4

Record 3
Below is a gas-phase ion, C4H10N2O (charge -1), with properties calculated with the ωB97M-V functional and the def2-TZVPD basis.

ΔE to the lowest compared entry with this formula, charge and spin	40.6	kJ/mol
strongest force on any atom	0.776	eV Å⁻¹
net charge	-1
spin multiplicity	2
LUMO (alpha / beta)	4.22 / 4.12	eV

Last column: Löwdin spin population.
Cartesian coordinates (Å):
O1 -0.7402 2.4324 -0.8672  0.34
C1 -0.5460 1.7342 0.2031  0.41
C2 -0.9469 0.2817 0.2934  0.07
C3 -1.2455 -0.1057 1.7374  0.02
N1 0.0180 -0.7214 -0.2552  0.04
C4 1.0517 -0.1905 -1.1509  0.02
N2 1.9187 -1.2336 -1.6804  0.01
H1 -0.0334 2.1431 1.0833  0.05
H2 -1.8801 0.2012 -0.2760  0.01
H3 -0.5019 0.3029 2.4218  0.00
H4 -2.2256 0.2727 2.0246  0.01
H5 -1.2647 -1.1992 1.8225  0.00
H6 0.4863 -1.1909 0.5115  0.00
H7 1.6409 0.5701 -0.6440  0.01
H8 0.5662 0.3168 -1.9875  0.00
H9 2.3214 -1.7895 -0.9395  0.00
H10 1.3810 -1.8245 -2.2969  0.00

Atomic forces in eV per Å
0.2 -0.1 0.1
-0.3 -0.1 -0.1
0.1 0.7 0.2
-0.3 -0.3 -0.3
0.1 -0.3 -0.5
-0.5 -0.1 0.1
0.2 0.5 -0.3
0.1 0.2 0.2
0.0 -0.2 -0.2
0.2 0.0 0.0
0.0 0.0 0.1
0.0 0.0 0.2
0.1 0.1 0.2
0.3 0.1 0.0
0.0 0.0 0.1
-0.1 -0.2 0.0
0.0 -0.3 0.2